Version one
The following is a DFT calculation (ωB97M-V/def2-TZVPD) of 2 unconnected molecules or ions with the total composition C3H10N3.

The geometry in XYZ format:
```
16
Properties=species:S:1:pos:R:3:lowdin_charge:R:1
H -0.464 1.710 -0.652 0.151
N 1.697 0.548 0.648 0.094
H -1.369 -1.296 -0.304 0.112
H 0.398 -1.792 -1.131 0.064
H 1.047 0.175 -1.931 0.197
N -1.344 0.493 0.957 0.113
C -1.647 -0.245 -0.286 0.007
N 0.874 -1.486 -0.290 0.026
H -2.026 1.205 1.456 0.250
H 2.711 0.331 0.521 0.148
H -2.662 -0.095 -0.692 0.148
C -0.504 0.735 -0.194 -0.203
H 1.533 1.550 0.781 0.122
C 0.870 0.030 -0.250 -0.495
H 1.781 -1.922 -0.402 0.085
H -0.895 0.061 1.768 0.182
```

Results
LUMO energy (eV): -3.6
Multiplicity: 1
E_HOMO (eV): -12.448
Total charge: +1
M (Da): 88.13
Kohn-Sham gap (eV): 8.846

Version two
The following is a DFT calculation (ωB97M-V/def2-TZVPD) of 2 unconnected molecules or ions with the total composition C3H10N3.

The geometry in XYZ format:
```
16
Properties=species:S:1:pos:R:3:lowdin_charge:R:1
N 0.429 0.479 0.465 -0.110
H 1.476 1.910 -0.718 0.107
H 0.094 -0.618 -0.420 0.073
C -0.601 0.431 1.443 -0.273
H 1.280 0.477 0.967 0.124
C 0.170 -1.303 -2.486 0.122
H -1.486 1.026 1.202 0.130
N -0.069 -1.424 -1.228 0.159
H -0.392 -2.332 -0.936 0.133
H -1.300 -0.016 3.143 0.077
H 0.007 -2.032 -3.303 0.129
H -0.043 2.554 0.040 0.100
H 0.659 -0.413 -2.796 0.086
C 0.425 1.673 -0.441 -0.051
N -0.384 -0.031 2.638 0.117
H -0.084 1.472 -1.401 0.077
```

Results
LUMO energy (eV): -4.8
Multiplicity: 1
E_HOMO (eV): -14.351
Total charge: +1
M (Da): 88.13
Kohn-Sham gap (eV): 9.565

Version three
The following is a DFT calculation (ωB97M-V/def2-TZVPD) of 3 unconnected molecules or ions with the total composition C3H10N3.

The geometry in XYZ format:
```
16
Properties=species:S:1:pos:R:3:lowdin_charge:R:1
H -1.499 2.540 2.658 0.117
N -1.859 0.472 0.160 0.086
H -1.845 0.831 1.201 0.033
H -0.468 1.334 2.496 -0.025
H -1.860 0.883 3.159 0.116
H -2.505 0.872 -0.626 0.161
H 3.255 -0.864 -3.384 0.155
C -0.886 -0.130 -0.483 -0.288
C 1.905 -1.154 -1.817 0.150
C 2.923 -1.529 -2.459 -0.042
N 0.200 -0.559 0.105 0.058
N -1.370 1.509 2.457 0.063
H 0.298 -0.656 1.124 0.122
H 0.996 -1.091 -0.580 0.017
H -1.077 -0.272 -1.648 0.186
H 3.792 -2.185 -2.365 0.093
```

Results
LUMO energy (eV): -4.9
Multiplicity: 1
E_HOMO (eV): -13.936
Total charge: +1
M (Da): 88.13
Kohn-Sham gap (eV): 9.050

Version four
The following is a DFT calculation (ωB97M-V/def2-TZVPD) of a gas-phase ion, C3H10N3 (charge +1).

The geometry in XYZ format:
```
16
Properties=species:S:1:pos:R:3:lowdin_charge:R:1
H -3.452 -0.483 1.691 0.116
H -0.084 0.713 -1.323 0.187
H 2.630 1.594 -0.723 0.081
H -1.489 -1.517 -0.190 0.182
H 2.367 0.047 -1.672 0.082
C 2.478 0.522 -0.697 -0.007
H 0.972 -0.860 -0.434 0.080
H 0.014 1.875 -0.215 0.205
H 3.284 0.047 -0.211 0.068
H 1.114 -0.094 1.110 0.139
C 1.126 0.041 0.025 -0.167
N -1.311 0.601 0.370 0.065
C -1.789 -0.568 0.394 -0.302
N -2.753 -0.904 1.166 0.166
N -0.052 0.832 -0.296 -0.016
H -3.055 -1.847 1.005 0.120
```

Results
LUMO energy (eV): -3.1
Multiplicity: 1
E_HOMO (eV): -14.288
Total charge: +1
SMILES: CC[NH2+]/N=C/N
M (Da): 88.13
Kohn-Sham gap (eV): 11.209

It comes down to version two, which is 0.0145 hartree more stable than the next structure.

Version one
The following is a DFT calculation (ωB97M-V/def2-TZVPD) of 2 unconnected molecules or ions with the total composition C3H10N3.

The geometry in XYZ format:
```
16
Properties=species:S:1:pos:R:3:lowdin_charge:R:1
H 1.684 2.649 -0.146 0.158
N -0.435 1.312 1.830 0.201
H 2.011 2.347 1.464 0.135
H -0.613 -2.971 0.294 0.112
C 0.189 1.765 0.741 -0.026
C 0.066 -2.339 -0.370 -0.128
N -0.668 -1.087 -0.442 -0.115
N 1.332 2.317 0.755 0.205
H 0.284 -2.773 -1.341 0.079
H -0.507 -1.078 -2.472 0.029
H 0.032 1.595 2.666 0.127
H 0.856 -2.076 0.269 0.053
H -1.949 -0.290 -1.756 0.086
H -1.135 0.602 1.854 0.118
H -0.264 0.530 -1.620 0.109
C -0.884 -0.502 -1.728 -0.144
```

Results
LUMO energy (spin up / spin down) (eV): -4.0 / -7.1
Multiplicity: 1
E_HOMO (spin up / spin down) (eV): -13.065 / -12.257
Total charge: +1
M (Da): 88.13
Kohn-Sham gap (spin up / spin down) (eV): 9.076 / 5.166

Version two
The following is a DFT calculation (ωB97M-V/def2-TZVPD) of 2 unconnected molecules or ions with the total composition C3H10N3.

The geometry in XYZ format:
```
16
Properties=species:S:1:pos:R:3:lowdin_charge:R:1
H 2.028 1.714 -0.239 0.076
N 1.108 -1.578 -0.265 0.124
H 1.757 -0.583 -0.126 0.106
N 2.415 0.789 -0.117 0.056
H 3.022 0.662 0.702 0.088
C -3.000 0.640 -0.177 0.019
H -1.453 -1.322 1.474 0.164
N -0.048 -1.689 0.071 0.016
H 2.974 0.579 -0.968 0.093
H -2.557 1.514 0.272 0.062
H -0.615 0.317 0.971 0.155
H -2.583 -1.352 -0.891 0.119
C -2.268 -0.452 -0.302 -0.182
C -1.027 -0.739 0.562 -0.190
H 1.509 -2.609 -0.434 0.211
H -3.994 0.736 -0.626 0.083
```

Results
LUMO energy (eV): -4.8
Multiplicity: 1
E_HOMO (eV): -13.707
Total charge: +1
M (Da): 88.13
Kohn-Sham gap (eV): 8.913

It comes down to version two, which is 0.0643 hartree more stable than the next structure.

Version one
The following is a DFT calculation (ωB97M-V/def2-TZVPD) of a gas-phase ion, C3H10N3 (charge +1).

The geometry in XYZ format:
```
16
Properties=species:S:1:pos:R:3:lowdin_charge:R:1
H 2.484 1.099 -0.414 0.131
H -1.538 -0.948 -0.387 0.103
H 1.781 -2.108 0.213 0.133
C 0.997 -0.256 0.163 -0.408
C -2.496 0.960 -0.135 -0.057
H -0.383 1.015 1.052 0.153
H 0.046 -1.946 0.579 0.128
N -0.111 0.510 0.225 0.050
H -2.869 0.536 0.795 0.085
N 2.228 0.226 -0.011 0.226
H -0.998 0.201 -1.614 0.125
C -1.297 0.102 -0.572 -0.217
H 2.958 -0.217 0.532 0.138
N 0.939 -1.588 0.311 0.243
H -2.088 1.958 0.050 0.081
H -3.232 1.052 -0.925 0.086
```

Results
LUMO energy (eV): -3.8
Multiplicity: 1
E_HOMO (eV): -14.680
Total charge: +1
SMILES: CCNC(N)=[NH2+]
M (Da): 88.13
Kohn-Sham gap (eV): 10.875

Version two
The following is a DFT calculation (ωB97M-V/def2-TZVPD) of a gas-phase ion, C3H10N3 (charge +1).

The geometry in XYZ format:
```
16
Properties=species:S:1:pos:R:3:lowdin_charge:R:1
C -0.556 0.047 0.057 -0.370
H -0.268 -0.997 3.335 0.143
H -1.679 -0.671 2.392 0.142
N -0.670 -0.640 2.478 0.184
H -1.635 -0.081 0.217 0.117
H 1.130 -0.129 1.645 0.133
N 0.965 -0.214 -1.886 0.054
N -0.200 1.413 -0.378 -0.002
H 0.005 2.027 0.403 0.099
H -0.954 1.825 -0.917 0.114
H 0.856 -0.196 -2.903 0.151
H -0.135 -1.875 -1.089 0.057
C 0.056 -0.122 1.521 0.017
H 1.870 -0.648 -1.664 0.149
H 0.865 0.778 -1.461 0.111
C -0.227 -0.807 -1.256 -0.100
```

Results
LUMO energy (spin up / spin down) (eV): -4.8 / -4.4
Multiplicity: 1
E_HOMO (spin up / spin down) (eV): -10.874 / -11.380
Total charge: +1
M (Da): 88.13
Kohn-Sham gap (spin up / spin down) (eV): 6.080 / 6.938

It comes down to version one, which is 0.1277 hartree more stable than the next structure.

Version one
The following is a DFT calculation (ωB97M-V/def2-TZVPD) of a single C4H7FN2O molecule.

The geometry in XYZ format:
```
15
Properties=species:S:1:pos:R:3:lowdin_charge:R:1
H -0.957 2.254 0.637 0.093
H -1.035 2.227 -1.231 0.131
H -2.676 1.848 -0.114 0.160
C -0.932 0.237 -0.092 -0.415
O 0.306 -0.039 0.602 -0.075
N -1.644 -0.843 -0.273 -0.063
F 3.743 -0.483 -0.318 -0.069
C 2.619 0.277 0.106 -0.069
H 2.944 1.008 0.956 0.153
H 1.242 -1.030 -0.901 0.143
N -1.093 -2.049 -0.120 -0.056
H -2.150 -2.492 0.416 0.203
C 1.430 -0.226 -0.148 -0.166
H -0.394 -2.278 0.695 0.116
C -1.402 1.588 -0.216 -0.085
```

Results
LUMO energy (eV): 0.8
Multiplicity: 1
E_HOMO (eV): -9.183
Total charge: 0
SMILES: C/C(=N/N)O/C=C/F
M (Da): 118.11
Kohn-Sham gap (eV): 10.002

Version two
The following is a DFT calculation (ωB97M-V/def2-TZVPD) of a single C4H7FN2O molecule.

The geometry in XYZ format:
```
15
Properties=species:S:1:pos:R:3:lowdin_charge:R:1
H -1.981 -1.203 -1.006 0.066
H -0.690 0.690 -0.834 0.150
H -1.508 -2.596 -2.150 0.030
C 1.125 1.306 0.063 -0.177
N 0.555 -0.970 -0.396 -0.053
C -0.058 0.291 -0.020 -0.284
N 0.004 -1.906 -1.185 -0.042
H 1.568 -1.003 -0.368 0.122
C -1.239 -1.874 -1.458 -0.065
H -0.115 0.100 2.137 0.147
O 2.287 0.988 -0.042 0.060
H -1.637 -0.455 1.377 0.125
C -0.846 0.317 1.286 -0.183
F -1.397 1.566 1.417 -0.035
H 0.833 2.370 0.258 0.137
```

Results
LUMO energy (eV): 0.6
Multiplicity: 1
E_HOMO (eV): -8.929
Total charge: 0
SMILES: C=NN[C@H](C=O)CF
M (Da): 118.11
Kohn-Sham gap (eV): 9.558

Version three
The following is a DFT calculation (ωB97M-V/def2-TZVPD) of a single C4H7FN2O molecule.

The geometry in XYZ format:
```
15
Properties=species:S:1:pos:R:3:lowdin_charge:R:1
H 2.422 -2.231 0.625 0.096
N 1.982 0.715 -0.236 -0.018
N 1.400 1.850 0.067 -0.079
H 1.872 2.884 -0.057 0.165
O 0.119 -0.506 0.682 -0.031
H -2.775 -0.890 1.161 0.099
F -3.184 0.256 -0.540 -0.092
H 2.680 -1.517 -1.209 0.125
C -1.053 -0.031 0.009 -0.064
C -2.281 -0.356 0.410 -0.007
C 1.220 -0.360 -0.059 -0.503
H 1.160 -2.448 -0.806 0.105
C 1.899 -1.675 -0.258 -0.072
H -0.873 0.731 -0.762 0.139
H 0.840 1.785 1.017 0.138
```

Results
LUMO energy (eV): 0.9
Multiplicity: 1
E_HOMO (eV): -8.423
Total charge: 0
SMILES: C/C(=N/N)O/C=C/F
M (Da): 118.11
Kohn-Sham gap (eV): 9.335

It comes down to version two, which is 0.0827 hartree more stable than the next structure.

Version one
The following is a DFT calculation (ωB97M-V/def2-TZVPD) of a gas-phase ion, C4H5N2S (charge +1).

The geometry in XYZ format:
```
12
Properties=species:S:1:pos:R:3:lowdin_charge:R:1
C -0.135 0.412 -0.945 -0.030
C -1.551 -2.340 -1.724 -0.495
N 0.192 0.380 0.486 0.157
C -0.524 -2.018 0.327 -0.316
C -0.433 -0.802 -0.210 -0.265
H 1.172 0.364 0.770 0.186
S -1.259 -3.402 -0.454 1.067
N -1.418 -1.234 -2.011 0.114
H -0.205 -2.194 1.344 0.099
H -0.935 1.068 -1.263 0.143
H 0.704 0.399 -1.634 0.152
H -0.387 0.929 1.121 0.187
```

Results
LUMO energy (eV): -3.9
Multiplicity: 1
E_HOMO (eV): -14.157
Total charge: +1
SMILES: N#CS/C=C1\C[NH2+]1
M (Da): 113.16
Kohn-Sham gap (eV): 10.218

Version two
The following is a DFT calculation (ωB97M-V/def2-TZVPD) of 2 unconnected molecules or ions with the total composition C4H5N2S.

The geometry in XYZ format:
```
12
Properties=species:S:1:pos:R:3:lowdin_charge:R:1
C -0.837 2.613 -0.019 0.016
H 0.562 0.033 -1.614 0.155
N -1.551 1.669 -0.369 0.311
C -0.431 -1.361 1.058 -0.442
C 0.673 -0.614 -0.666 -0.201
S 0.746 -2.634 0.995 1.110
H -0.895 3.498 -0.521 0.097
H 2.147 -2.174 -0.998 0.093
H -1.370 -1.509 1.648 0.123
H -0.047 2.685 0.652 0.106
C 1.394 -1.731 -0.332 -0.367
N -0.393 -0.474 0.166 0.001
```

Results
LUMO energy (spin up / spin down) (eV): -7.0 / -8.3
Multiplicity: 1
E_HOMO (spin up / spin down) (eV): -13.978 / -13.976
Total charge: +1
M (Da): 113.16
Kohn-Sham gap (spin up / spin down) (eV): 6.996 / 5.654

It comes down to version one, which is 0.0352 hartree more stable than the next structure.

Version one
The following is a DFT calculation (ωB97M-V/def2-TZVPD) of a molecular structure, H12NaO6.

The geometry in XYZ format:
```
19
Properties=species:S:1:pos:R:3:lowdin_charge:R:1
H 3.650 2.176 1.088 0.043
Na -0.140 -0.087 0.772 0.824
H -3.124 0.112 -1.809 0.040
H -1.195 0.460 4.604 0.041
O 1.249 -1.065 -2.238 -0.048
H -0.010 2.889 -2.715 0.033
H 0.016 -3.698 0.380 0.041
H 0.247 0.029 4.771 0.042
O -0.419 0.205 4.106 -0.048
H 3.119 1.208 0.053 0.025
O -2.974 -0.394 -1.011 -0.048
O 3.153 1.363 0.997 -0.048
H -3.713 -1.002 -0.971 0.042
H -1.485 -3.662 0.184 0.041
H 1.906 -0.572 -2.730 0.039
H 0.665 -1.421 -2.907 0.040
O -0.785 -3.314 0.736 -0.043
O 0.027 2.932 -1.759 -0.055
H -0.186 3.842 -1.552 0.037
```

Results
LUMO energy (eV): -3.4
Multiplicity: 1
E_HOMO (eV): -14.679
Total charge: +1
M (Da): 131.08
Kohn-Sham gap (eV): 11.268

Version two
The following is a DFT calculation (ωB97M-V/def2-TZVPD) of a molecular structure, H12NaO6.

The geometry in XYZ format:
```
19
Properties=species:S:1:pos:R:3:lowdin_charge:R:1
H -2.589 -1.604 -0.659 0.074
H -0.431 3.065 -0.187 0.072
O -0.371 -0.059 -2.641 -0.042
H 1.180 -3.063 1.194 0.070
O 0.474 -2.540 0.796 -0.034
H 0.116 1.385 2.812 0.060
H -0.083 0.842 -2.837 0.048
H -0.321 -3.079 0.896 0.064
H -1.590 2.247 -0.763 0.057
O 0.900 0.934 2.471 -0.033
Na -0.004 -0.206 0.277 0.468
O -0.690 2.165 -0.425 -0.033
H 3.069 0.056 -0.877 0.068
H -1.312 -0.073 -2.847 0.039
O -2.343 -0.746 -0.289 -0.032
H 1.587 1.119 3.122 0.063
O 2.467 -0.174 -0.158 -0.033
H 3.002 -0.118 0.642 0.058
H -3.063 -0.151 -0.529 0.066
```

Results
LUMO energy (eV): -3.2
Multiplicity: 1
E_HOMO (eV): -14.731
Total charge: +1
M (Da): 131.08
Kohn-Sham gap (eV): 11.551

It comes down to version two, which is 0.0519 hartree more stable than the next structure.